Record 1
An isolated ion of composition C6H7F2IN and charge +1 at a distorted geometry. Source: the Open Molecules 2025 dataset; level of theory: wB97M-V/def2-TZVPD.

The energy relative to the best compared isomer or geometry (same formula, charge and spin) is 0.0 kcal per mole. As for the multiplicity: 1. Its charge is +1.

Atoms and positions in Å:
1 I -3.10 -0.88 0.18
2 F -1.90 3.22 -0.29
3 F -3.48 1.32 -1.60
4 N 0.33 -1.06 -1.46
5 C -2.75 1.08 -0.48
6 C 0.16 0.12 -0.58
7 C 0.06 0.02 0.77
8 C -1.26 1.86 1.44
9 C -2.02 1.98 0.20
10 C -0.24 1.05 1.64
11 H 0.29 -1.06 1.08
12 H 0.16 1.00 2.65
13 H -0.32 -1.74 -0.89
14 H -1.38 2.59 2.12
15 H 1.38 -1.41 -1.30
16 H -0.03 -0.77 -2.36
17 H 0.04 1.05 -1.14

Record 2
One molecule with the formula C6H7FO at a distorted geometry. Source: the Open Molecules 2025 dataset; level of theory: wB97M-V/def2-TZVPD.

The energy relative to the best compared isomer or geometry (same formula, charge and spin) is 65.5 kcal per mole. As for the multiplicity: 1. Its charge is 0.

Atoms and positions in Å:
1 F -0.07 -1.54 1.51
2 O -0.76 1.00 0.54
3 C -2.10 -0.85 -0.52
4 C 1.32 1.01 -0.75
5 C -1.08 0.25 -0.62
6 C 0.28 0.25 -0.06
7 C 0.88 -0.88 0.77
8 C 2.21 1.60 -1.28
9 H -2.07 -1.51 -1.42
10 H -1.91 -1.48 0.39
11 H 1.64 -0.45 1.46
12 H -3.11 -0.42 -0.46
13 H -1.21 0.90 -1.51
14 H 1.38 -1.61 0.08
15 H 2.98 2.11 -1.75

Record 3
C6H7HgI2 as an isolated structure at a distorted geometry. Source: the Open Molecules 2025 dataset; level of theory: wB97M-V/def2-TZVPD.

Its total energy is -981.14824 Ha. As for the multiplicity: 1. Its charge is +1.

Atoms and positions in Å:
1 Hg -3.37 0.62 1.79
2 I -1.69 2.80 0.50
3 I 1.95 2.59 -0.81
4 C -0.49 -1.47 1.36
5 C 0.38 1.03 -0.97
6 C 0.43 -2.41 1.55
7 C -1.35 -0.27 0.70
8 C 1.17 -0.34 -1.32
9 C -0.39 1.02 0.45
10 H 1.57 -0.22 -2.41
11 H 0.93 -3.40 1.87
12 H -0.36 1.28 -1.84
13 H 0.55 -1.30 -1.20
14 H 0.30 1.14 1.37
15 H -1.75 -0.61 -0.34
16 H 2.13 -0.47 -0.67

Record 4
An isolated ion of composition C6H7I2N2O2 and charge +1 at a distorted geometry. Source: the Open Molecules 2025 dataset; level of theory: wB97M-V/def2-TZVPD.

The energy relative to the best compared isomer or geometry (same formula, charge and spin) is 37.4 kcal per mole. As for the multiplicity: 1. Its charge is +1.

Atoms and positions in Å:
1 I -0.27 -2.12 -2.81
2 I -0.66 2.85 -1.88
3 O 2.34 1.86 -0.40
4 O 3.46 0.17 -1.26
5 N 2.52 0.85 -1.06
6 N -1.31 1.54 0.92
7 C 0.58 -1.53 -0.06
8 C 0.10 1.02 -1.16
9 C -0.17 -0.70 0.68
10 C 1.15 0.33 -1.76
11 C -0.48 0.63 0.08
12 C 1.01 -1.18 -1.43
13 H -1.75 2.29 0.37
14 H 1.98 -1.68 -1.58
15 H 0.58 -2.48 0.30
16 H -0.61 -0.99 1.72
17 H 1.36 0.41 -2.81
18 H -2.02 1.12 1.67
19 H -0.57 1.82 1.53

Record 5
A 2-piece molecular cluster, C6H7IN2 overall at a distorted geometry. Source: the Open Molecules 2025 dataset; level of theory: wB97M-V/def2-TZVPD.

The energy relative to the best compared isomer or geometry (same formula, charge and spin) is 44.8 kcal per mole. As for the multiplicity: 1. Its charge is 0.

Atoms and positions in Å:
1 I -3.93 0.35 0.30
2 N -2.80 -0.85 -3.30
3 N -1.36 -2.60 0.64
4 C -0.37 0.94 -0.38
5 C -2.09 -1.94 -0.06
6 C -2.74 -0.89 -2.14
7 C -2.56 -0.98 -0.80
8 C 1.45 0.66 1.34
9 C 0.92 0.68 -0.11
10 H 2.36 0.21 1.24
11 H -1.38 -3.58 0.76
12 H -0.83 1.04 -1.35
13 H 1.54 1.66 1.77
14 H 0.82 0.01 1.96
15 H -0.92 0.81 0.55
16 H 1.78 0.66 -0.79

Record 6
One molecule with the formula C6H7IO3 at a distorted geometry. Source: the Open Molecules 2025 dataset; level of theory: wB97M-V/def2-TZVPD.

The energy relative to the best compared isomer or geometry (same formula, charge and spin) is 0.0 kcal per mole. As for the multiplicity: 1. Its charge is 0.

Atoms and positions in Å:
1 I -0.97 2.71 -0.96
2 O -0.44 -2.66 -1.38
3 O -2.92 0.40 0.65
4 O -1.73 -1.22 -0.32
5 C -0.60 0.81 0.11
6 C -0.07 1.08 1.46
7 C 1.79 -0.66 -0.44
8 C -1.88 0.05 0.16
9 C 0.40 -0.42 -0.93
10 C -0.54 -1.56 -0.92
11 H 2.12 0.08 0.24
12 H 0.64 1.90 1.48
13 H 1.92 -1.64 0.14
14 H 0.18 0.18 1.89
15 H 0.52 0.17 -1.87
16 H -0.94 1.49 1.99
17 H 2.53 -0.71 -1.30

Record 7
C6H7LiO6Tl as an isolated structure at a distorted geometry. Source: the Open Molecules 2025 dataset; level of theory: wB97M-V/def2-TZVPD.

The energy relative to the best compared isomer or geometry (same formula, charge and spin) is 37.8 kcal per mole. As for the multiplicity: 1. Its charge is +1.

Atoms and positions in Å:
1 Tl 1.13 -3.60 -1.88
2 O -1.40 3.69 -1.59
3 O 1.65 -1.11 0.86
4 O -0.75 1.60 -1.04
5 O 0.13 -2.60 -0.18
6 O -0.07 3.44 0.18
7 O 1.64 -1.40 -1.40
8 C -0.46 -0.62 -0.35
9 C -0.73 3.05 -0.79
10 C 2.99 -1.01 0.40
11 C 0.82 -1.50 -0.21
12 C 2.81 -0.67 -1.07
13 C -0.25 0.80 -0.15
14 Li -0.64 5.29 -0.59
15 H 3.52 -1.96 0.54
16 H 3.50 -0.22 0.97
17 H -0.84 -0.42 0.82
18 H 2.64 0.41 -1.23
19 H 0.48 1.23 0.54
20 H -1.04 -0.83 -1.26
21 H 3.63 -1.04 -1.71

Record 8
C6H7LiO7 as an isolated structure at a distorted geometry. Source: the Open Molecules 2025 dataset; level of theory: wB97M-V/def2-TZVPD.

The energy relative to the best compared isomer or geometry (same formula, charge and spin) is 58.8 kcal per mole. As for the multiplicity: 2. Its charge is -1.

Atoms and positions in Å:
1 O -1.94 2.65 2.27
2 O 1.06 -4.72 -0.45
3 O -1.07 -4.33 0.16
4 O -0.47 1.50 1.10
5 O 0.44 -0.62 -2.45
6 O 0.32 -2.62 -0.34
7 O 0.14 3.43 2.09
8 C -0.68 -1.77 -0.65
9 C -0.75 2.57 1.88
10 C 0.87 0.32 -0.55
11 C 0.08 -4.02 -0.19
12 C 0.80 1.45 0.46
13 C -0.35 -0.38 -1.06
14 Li -1.11 3.94 2.72
15 H 1.62 -0.36 -0.11
16 H 1.59 1.35 1.21
17 H 0.98 2.40 -0.08
18 H 0.54 1.10 -1.49
19 H -1.67 -2.20 -0.78
20 H 0.89 0.14 -2.81
21 H -1.28 0.19 -0.92

Record 9
One molecule with the formula C6H7N. Source: the Open Molecules 2025 dataset; level of theory: wB97M-V/def2-TZVPD.

The energy relative to the best compared isomer or geometry (same formula, charge and spin) is 121.8 kcal per mole. As for the multiplicity: 1. Its charge is 0.

Atoms and positions in Å:
1 N -0.07 -0.61 -1.80
2 C -1.10 -0.38 0.25
3 C 0.99 0.18 0.17
4 C 0.83 0.16 -1.28
5 C 0.20 -0.88 0.94
6 C -1.00 -1.22 -1.06
7 C -0.46 1.01 0.13
8 H 0.19 -0.62 2.00
9 H -0.44 1.64 1.00
10 H 1.28 1.00 -1.81
11 H 1.95 0.54 0.58
12 H -0.81 1.60 -0.74
13 H -2.03 -0.48 0.79
14 H 0.48 -1.93 0.83

Record 10
One molecule with the formula C6H7N at a distorted geometry. Source: the Open Molecules 2025 dataset; level of theory: wB97M-V/def2-TZVPD.

The energy relative to the best compared isomer or geometry (same formula, charge and spin) is 167.9 kcal per mole. As for the multiplicity: 1. Its charge is 0.

Atoms and positions in Å:
1 N -1.28 -1.54 0.12
2 C 1.80 0.60 -0.17
3 C -2.26 -0.67 0.20
4 C -2.14 0.88 -0.26
5 C 0.37 0.10 -0.05
6 C 0.07 -1.29 0.10
7 C -0.74 0.84 -0.11
8 H -2.79 1.36 0.40
9 H 0.87 -1.87 -0.23
10 H 2.25 -0.12 -0.67
11 H 2.19 0.66 0.76
12 H -1.33 -2.53 0.17
13 H 1.71 1.48 -0.86
14 H -2.59 1.11 -1.24

Record 11
One molecule with the formula C6H7N at a distorted geometry. Source: the Open Molecules 2025 dataset; level of theory: wB97M-V/def2-TZVPD.

The energy relative to the best compared isomer or geometry (same formula, charge and spin) is 117.1 kcal per mole. As for the multiplicity: 1. Its charge is 0.

Atoms and positions in Å:
1 N 0.34 0.03 3.20
2 C -0.60 2.09 -1.61
3 C 1.10 0.33 0.70
4 C 0.69 0.18 2.10
5 C -0.58 0.79 -1.08
6 C -0.03 -0.07 -0.22
7 C -0.57 -1.47 -0.06
8 H -0.05 2.14 -2.58
9 H 1.98 -0.31 0.53
10 H -1.36 -1.67 -0.79
11 H -0.98 -1.65 0.94
12 H 1.40 1.37 0.54
13 H 0.22 -2.21 -0.22
14 H -1.58 0.48 -1.45

Record 12
One molecule with the formula C6H7N at a distorted geometry. Source: the Open Molecules 2025 dataset; level of theory: wB97M-V/def2-TZVPD.

The energy relative to the best compared isomer or geometry (same formula, charge and spin) is 113.9 kcal per mole. As for the multiplicity: 1. Its charge is 0.

Atoms and positions in Å:
1 N -2.64 -0.27 -0.87
2 C 0.59 -0.43 -0.24
3 C 0.19 0.33 0.84
4 C 0.32 1.79 0.98
5 C 1.75 -0.01 -0.93
6 C -1.69 -0.92 -0.78
7 C -0.38 -1.57 -0.58
8 H -0.47 -0.15 1.57
9 H -0.48 -2.31 0.23
10 H 2.06 -0.83 -1.62
11 H 0.30 2.14 2.01
12 H -0.08 -2.09 -1.49
13 H -0.62 2.12 0.51
14 H 1.15 2.19 0.39

Record 13
A 2-piece molecular cluster, C6H7N overall at a distorted geometry. Source: the Open Molecules 2025 dataset; level of theory: wB97M-V/def2-TZVPD.

The energy relative to the best compared isomer or geometry (same formula, charge and spin) is 148.1 kcal per mole. As for the multiplicity: 1. Its charge is 0.

Atoms and positions in Å:
1 N 0.00 0.23 -2.54
2 C 1.45 0.75 0.47
3 C -0.93 0.96 -2.03
4 C -0.16 -1.38 0.46
5 C 0.38 1.46 -1.97
6 C 0.53 -0.13 0.79
7 C -0.61 -0.51 1.62
8 H -0.42 -0.87 2.62
9 H -0.74 -1.43 -0.44
10 H -1.99 0.96 -1.91
11 H -1.53 0.05 1.54
12 H 2.15 0.58 -0.33
13 H 1.58 1.66 1.03
14 H 0.31 -2.32 0.70

Record 14
One molecule with the formula C6H7N at a distorted geometry. Source: the Open Molecules 2025 dataset; level of theory: wB97M-V/def2-TZVPD.

The energy relative to the best compared isomer or geometry (same formula, charge and spin) is 78.8 kcal per mole. As for the multiplicity: 1. Its charge is 0.

Atoms and positions in Å:
1 N -0.17 0.94 -0.05
2 C -2.25 -0.21 0.37
3 C -1.60 1.02 -0.24
4 C -0.29 -1.42 -0.29
5 C -1.56 -1.28 0.04
6 C 1.92 -0.20 0.21
7 C 0.45 -0.16 0.03
8 H -1.76 1.18 -1.31
9 H 2.39 -0.68 -0.65
10 H -3.03 -0.13 1.11
11 H -1.95 1.90 0.30
12 H 2.31 0.81 0.32
13 H 0.18 -2.19 -0.88
14 H 2.16 -0.78 1.10

Record 15
One molecule with the formula C6H7N at a distorted geometry. Source: the Open Molecules 2025 dataset; level of theory: wB97M-V/def2-TZVPD.

The energy relative to the best compared isomer or geometry (same formula, charge and spin) is 133.7 kcal per mole. As for the multiplicity: 1. Its charge is 0.

Atoms and positions in Å:
1 N -0.74 3.11 -0.50
2 C -0.33 2.06 -0.75
3 C -1.36 -2.33 -0.57
4 C 0.66 0.24 1.46
5 C 0.19 0.71 -1.02
6 C -0.62 -1.43 0.02
7 C 0.05 -0.23 0.16
8 H -0.91 -3.17 -1.10
9 H 1.74 0.38 1.31
10 H -1.19 -0.89 0.90
11 H 0.25 1.21 1.79
12 H 0.52 -0.49 2.26
13 H 1.26 0.81 -1.27
14 H -0.32 0.30 -1.90